Record 1
This record from the OMol25 dataset describes 2 unconnected molecules or ions with the total composition C2H4Cl2NO3S in a non-equilibrium geometry. The level of theory is ωB97M-V/def2-TZVPD.

```
13
Properties=species:S:1:pos:R:3:forces:R:3:nbo_charge:R:1
C 0.734 0.030 -0.136 1.0439 3.5656 3.1625 -0.0168
C -1.428 -0.360 0.557 0.1002 0.0750 0.9848 -0.7938
N 0.658 1.155 -0.784 0.9848 -0.1629 -0.4031 -0.6281
O -3.535 1.121 0.084 -2.3377 0.1115 -1.0582 -0.9718
O -1.454 2.100 0.829 -1.0484 -0.8007 -1.5092 -0.9799
O -1.692 1.283 -1.568 -3.2867 -0.1227 0.6930 -0.9126
S -2.131 1.120 -0.035 2.4852 0.6445 1.6963 2.3385
Cl -2.126 -1.879 -0.106 0.0027 0.0949 -0.3047 -0.1410
Cl 1.126 2.509 0.155 1.0570 0.4506 0.0391 0.0425
H 0.604 -0.825 -0.612 -0.6846 -3.6096 -2.4762 0.1741
H 1.400 -0.039 0.772 -1.1428 0.0861 -0.6039 0.1725
H -1.881 -0.269 1.578 0.7831 -0.3382 -0.5051 0.2062
H -0.746 1.449 -1.563 2.0435 0.0057 0.2847 0.5101
```
Positions in Å, forces in eV/Å.

The spin multiplicity is 1. Its total energy is -1677.59368 hartree. As for the HOMO-LUMO gap: 0.2689 hartree. Its energy relative to the best compared isomer or geometry (same formula, charge and spin) is 94.78 kcal per mole. As for the total charge: -1.


Record 2
This record from the OMol25 dataset describes 5 unconnected molecules or ions with the total composition C5H22NO4 in a non-equilibrium geometry. The level of theory is ωB97M-V/def2-TZVPD.

```
32
Properties=species:S:1:pos:R:3:forces:R:3:nbo_charge:R:1
C -1.909 0.884 -0.032 0.0085 2.3048 0.0236 -0.6688
C -0.622 0.311 -0.631 -1.3075 -0.3773 -0.6172 -0.0524
C 0.501 1.303 -0.685 1.0694 2.6535 2.2840 -0.2742
C 0.371 2.506 -1.616 -0.0653 0.6064 -2.1727 -0.6253
C 0.679 1.859 0.794 -0.8889 1.2944 -1.0354 -0.6684
N -0.216 -0.926 0.215 -1.0505 1.1557 -1.9982 -0.6925
H -2.158 0.578 0.976 0.2683 0.1821 0.4175 0.2165
H -2.822 0.787 -0.593 -0.1658 -0.9541 -0.6771 0.2385
H -1.816 2.008 -0.111 -0.0018 -1.0507 0.7189 0.2528
H -0.993 0.042 -1.619 0.9841 -0.8336 -0.1261 0.2551
H 1.492 1.002 -0.996 -0.0566 -1.4611 0.0371 0.2444
H 1.340 2.982 -1.888 -0.1974 -0.5226 0.9545 0.2378
H -0.260 3.386 -1.403 -0.2156 -0.8035 0.4322 0.2211
H 0.123 2.144 -2.622 -0.5576 0.0108 0.0279 0.2196
H -0.283 1.862 1.347 0.8574 -0.8267 0.1776 0.2101
H 0.810 2.943 0.787 0.3151 0.0821 -0.4958 0.2347
H 1.554 1.511 1.291 0.0363 -0.7124 0.5893 0.2510
H 0.138 -0.553 1.094 0.2704 -0.3138 0.1379 0.4493
H 0.500 -1.508 -0.256 -0.2618 0.5866 0.6381 0.4609
H -1.085 -1.467 0.359 0.9504 -0.1325 0.3392 0.4496
H -2.713 -2.681 0.618 -0.0682 0.1929 0.2634 0.4784
H -2.114 -3.939 1.085 0.4259 -0.0396 0.2977 0.4998
O -1.938 -2.987 1.114 -0.7157 -0.2521 -0.6001 -0.9596
H 2.463 -2.596 1.498 0.4445 0.7827 -0.1359 0.4965
H 1.462 -3.209 0.669 0.0435 0.2889 -0.5332 0.4688
O 1.979 -2.381 0.685 -0.2402 -1.4450 0.7572 -0.9542
H 2.646 0.654 3.626 -0.1270 -0.1222 0.1947 0.4920
H 1.281 -0.100 3.628 0.2471 0.1353 0.3488 0.4765
O 1.912 0.368 3.074 -0.0285 -0.2957 -0.1710 -0.9626
H 0.234 -1.641 -4.117 0.1800 1.1338 -0.3355 0.4827
H -0.403 -1.988 -2.928 -0.4008 0.6372 0.5489 0.4529
O -0.151 -1.154 -3.364 0.2483 -1.9044 -0.2904 -0.9312
```
Positions in Å, forces in eV/Å.

The spin multiplicity is 1. Its total energy is -559.14303 hartree. As for the HOMO-LUMO gap: 0.3975 hartree. Its energy relative to the best compared isomer or geometry (same formula, charge and spin) is 61.51 kcal per mole. As for the total charge: +1.


Record 3
This record from the OMol25 dataset describes a molecular structure, C12H48O12 in a non-equilibrium geometry. The level of theory is ωB97M-V/def2-TZVPD.

```
72
Properties=species:S:1:pos:R:3:forces:R:3:lowdin_charge:R:1
C -3.759 0.521 3.014 -0.0277 -0.5870 -0.1107 -0.1200
O -3.137 0.258 1.764 0.1207 -0.0655 0.0921 -0.1510
H -3.594 1.532 3.388 0.1792 0.0157 -0.0941 0.0860
H -4.834 0.323 2.986 -0.0683 0.1285 -0.1548 0.0800
H -3.328 -0.208 3.699 0.0309 0.2087 0.2591 0.0640
H -3.226 1.024 1.182 -0.4311 0.1604 -0.0077 0.0346
C -1.029 -1.981 3.047 -0.0262 -0.3540 0.2254 -0.1397
O -0.260 -3.083 3.536 -0.1537 -0.1923 -0.1646 -0.1097
H -2.079 -2.081 3.325 0.0188 0.1522 0.2947 0.0668
H -0.594 -1.062 3.433 -0.2552 0.2566 -0.3292 0.0724
H -1.047 -2.026 1.959 0.4639 0.0517 0.1004 0.0665
H -0.546 -3.244 4.438 0.1299 -0.0641 0.0313 0.0790
C 1.077 1.113 3.426 0.8617 0.9103 -1.0520 -0.1430
O -0.048 1.377 2.581 -0.3374 -0.3861 0.7726 -0.1316
H 1.212 1.925 4.141 -0.3298 0.0709 -0.0232 0.0766
H 1.150 0.161 3.949 -0.5439 -0.1431 -0.2049 0.0584
H 1.903 1.169 2.711 0.6086 -0.2336 0.6063 0.0730
H 0.091 0.817 1.810 -0.0289 0.1779 0.1802 0.0090
C -0.573 -0.201 0.042 0.2465 -1.5142 -0.4936 -0.1312
O 0.788 -0.559 0.260 -0.2221 0.4574 -0.7542 -0.1573
H -1.029 -0.941 -0.627 -0.1397 0.0735 -0.0406 0.0921
H -0.994 -0.391 1.027 -0.7132 1.0805 -0.3826 0.0388
H -0.648 0.759 -0.471 -0.3763 0.2790 0.6517 0.0829
H 1.191 -0.613 -0.617 0.1915 0.0808 -0.0519 0.0436
C 3.382 -2.113 -1.906 1.3826 -2.9307 0.6197 -0.1537
O 4.626 -1.837 -2.509 1.1940 -0.5256 -0.6853 -0.1265
H 3.325 -1.709 -0.897 -0.0915 0.0283 -0.0541 0.0669
H 2.526 -1.704 -2.502 7.3829 -3.8647 2.8735 -0.0702
H 3.268 -3.200 -1.858 0.3480 -0.2170 0.4436 0.0984
H 5.159 -1.188 -2.045 -0.2725 0.0589 0.6053 0.0600
C -2.722 3.214 0.121 0.1212 -0.0271 0.9055 -0.1311
O -3.860 2.369 -0.024 0.3053 0.2072 -0.4179 -0.1364
H -2.403 3.713 -0.796 -0.1276 -0.1093 -0.1157 0.0813
H -2.962 3.969 0.870 -0.0794 0.0743 -0.1411 0.0854
H -1.905 2.624 0.549 0.2918 0.1917 -0.1896 0.0646
H -3.636 1.804 -0.781 -0.2907 -0.3301 0.0211 0.0316
C 3.078 -1.481 1.591 -0.5081 -0.1339 0.4690 -0.1463
O 2.462 -1.583 2.886 0.2768 -0.3621 -0.2872 -0.1293
H 2.295 -1.298 0.850 0.7980 -0.1305 0.4481 0.0309
H 3.764 -0.639 1.650 0.1416 -0.1200 -0.1829 0.0711
H 3.593 -2.407 1.331 0.3457 0.0910 0.0615 0.0861
H 2.074 -2.463 2.932 -0.2736 0.1250 0.1901 0.0614
C 2.772 0.005 -3.324 -0.1766 -0.0386 -0.7578 -0.0824
O 1.762 -0.706 -2.593 -5.7576 6.5032 -0.5663 -0.1480
H 3.551 -0.718 -3.559 -0.1542 0.4285 -0.9124 0.0845
H 2.316 0.542 -4.154 0.1303 -0.2901 -0.2493 0.0887
H 3.289 0.737 -2.703 -0.6047 -0.2397 0.0280 0.0546
H 1.672 -1.643 -2.797 -3.4102 0.7653 -1.9993 0.0999
C 4.072 1.223 -0.593 1.4016 0.8073 -0.6873 -0.1206
O 5.096 0.202 -0.423 -1.2138 0.3435 0.1825 -0.1224
H 3.976 1.897 0.258 -0.1085 -0.3912 0.2913 0.0898
H 4.451 1.842 -1.415 -0.2583 0.2842 0.0152 0.0823
H 3.099 0.877 -0.931 0.1924 -0.6736 0.7143 0.0541
H 5.789 0.630 0.087 0.1270 -0.1655 0.0067 0.0887
C 0.368 2.483 -2.904 -1.4618 0.0132 -0.8304 -0.1390
O -0.041 3.456 -3.880 0.6815 0.3490 0.2084 -0.1278
H 0.012 2.847 -1.942 0.2188 -0.0303 0.0688 0.0766
H -0.231 1.615 -3.195 0.4781 -0.5970 0.7019 0.0725
H 1.431 2.257 -2.892 0.0334 0.1920 0.0000 0.0593
H 0.276 3.144 -4.732 -0.0469 0.1098 -0.0656 0.0700
C -3.441 1.174 -3.275 -0.3525 0.1168 -0.9017 -0.1261
O -3.079 0.530 -2.056 0.0354 0.5756 -0.0720 -0.1266
H -4.201 1.959 -3.213 -0.2280 -0.1964 0.7555 0.0842
H -2.606 1.709 -3.730 0.4194 -0.4133 0.2561 0.0695
H -3.833 0.455 -3.995 0.1853 -0.0694 -0.0509 0.0857
H -3.552 -0.303 -1.972 -0.0811 0.0027 0.0067 0.0921
C -3.696 -3.090 1.259 -0.6939 -0.9588 -0.4202 -0.1684
O -3.569 -2.218 0.153 0.4072 0.2968 0.1530 -0.1259
H -4.315 -2.714 2.078 0.1707 0.4245 -0.0039 0.0806
H -4.242 -3.953 0.871 0.0293 -0.0527 0.0482 0.0794
H -2.756 -3.483 1.649 0.1513 0.2499 -0.0561 0.0646
H -3.122 -1.416 0.458 -0.2563 0.0648 0.2237 0.0257
```
Positions in Å, forces in eV/Å.

The spin multiplicity is 1. Its total energy is -1388.47384 hartree. As for the HOMO-LUMO gap: 0.3330 hartree. Its energy relative to the best compared isomer or geometry (same formula, charge and spin) is 235.54 kcal per mole. As for the total charge: 0.


Record 4
This record from the OMol25 dataset describes 7 unconnected molecules or ions with the total composition C8H27N2O7 in a non-equilibrium geometry. The level of theory is ωB97M-V/def2-TZVPD.

```
44
Properties=species:S:1:pos:R:3:forces:R:3:nbo_charge:R:1
C 1.983 2.170 0.632 0.1491 0.0318 -0.6029 -0.4113
N 1.292 1.343 -0.374 -0.5516 -0.8728 0.3508 -0.4886
C 1.815 -0.036 -0.449 0.6892 0.5726 -0.1618 -0.4284
C -0.105 1.389 -0.178 1.3173 -0.3724 0.0742 0.7390
O -0.772 2.229 -0.707 -0.8421 1.0686 -0.2126 -0.5719
C -0.740 0.395 0.764 -0.4778 0.1225 -0.5121 -0.5280
C -2.217 0.688 1.019 -0.2955 -1.2089 1.7205 -0.2947
C -2.663 2.101 1.227 0.4487 -0.6591 -0.5542 0.3065
N -3.505 2.413 0.340 -1.4934 0.7764 -0.4865 -0.3994
C -3.694 1.395 -0.678 1.6302 -0.9469 -1.1781 -0.2574
C -3.298 0.117 0.083 -0.5890 1.5421 -0.3888 -0.3920
H 2.080 3.185 0.279 -0.2346 0.3613 0.0840 0.2191
H 2.994 1.808 0.738 0.2510 -0.1392 0.0896 0.2350
H 1.498 2.128 1.609 -0.0278 0.0749 0.1693 0.1687
H 1.060 -0.770 -0.687 -0.1844 -0.1481 0.0951 0.2091
H 2.537 -0.074 -1.258 0.1297 0.0230 -0.1835 0.2178
H 2.367 -0.300 0.447 -0.2048 -0.3209 0.3123 0.1960
H -0.203 0.322 1.702 0.3208 0.1283 0.1337 0.2511
H -0.686 -0.590 0.317 0.0466 -0.3191 0.0279 0.2684
H -2.404 0.200 1.981 0.1036 0.0502 0.2162 0.2569
H -2.398 2.772 2.020 0.2077 0.2419 0.1981 0.2416
H -4.035 3.284 0.252 0.1504 0.4032 0.1996 0.4729
H -4.591 1.431 -1.276 -0.6543 0.1191 0.5903 0.2432
H -2.884 1.576 -1.393 -0.0835 0.2223 -0.1280 0.2487
H -4.170 -0.150 0.667 -0.0195 -0.4871 0.2348 0.2199
H -3.003 -0.698 -0.555 0.2198 -0.1921 -0.1454 0.2470
O 1.162 -3.501 -0.236 -0.1010 0.2080 0.0709 -0.9722
H 2.122 -3.510 -0.314 -0.0079 -0.0125 -0.0410 0.4784
H 0.859 -3.701 -1.132 0.1424 -0.1148 -0.1043 0.4938
O -5.470 4.476 -0.218 -0.0108 -0.2840 0.2324 -0.9623
H -5.688 5.401 -0.054 0.1361 0.0258 -0.0610 0.5019
H -6.247 3.989 0.081 -0.0850 0.0984 -0.0951 0.4854
O 2.571 -6.135 -0.548 -0.1549 0.0028 0.1812 -0.9555
H 2.392 -7.032 -0.849 0.1665 -0.0080 -0.0157 0.4861
H 2.016 -6.031 0.235 -0.2364 -0.0141 -0.1856 0.4760
O 4.769 3.774 1.396 -0.1411 0.0794 -0.0656 -0.9418
H 5.017 4.174 0.556 0.0717 -0.0408 0.0211 0.4732
H 4.452 4.513 1.926 0.0724 -0.0244 0.0459 0.4711
O 4.450 -4.637 1.185 -0.2537 0.2062 0.0364 -0.9449
H 4.109 -4.506 2.075 0.0712 -0.0103 -0.0022 0.4630
H 3.720 -5.029 0.688 0.3598 -0.2072 -0.0826 0.4757
O 1.038 -3.655 -3.423 -0.0392 0.1250 0.0316 -0.9550
H 1.625 -4.105 -4.039 0.0093 -0.0787 0.0942 0.4843
H 0.843 -2.815 -3.850 -0.0052 -0.0224 -0.0033 0.4733
```
Positions in Å, forces in eV/Å.

The spin multiplicity is 1. Its total energy is -956.95153 hartree. As for the HOMO-LUMO gap: 0.3057 hartree. As for the total charge: +1.